Below is C35H49N3O4STl as an isolated structure, with properties calculated with ωB97M-V/def2-TZVPD.

Positions of all 93 atoms, in Å:
Tl -0.92268 0.69011 1.06030
C -1.12845 -1.31993 3.14023
C -1.95342 -1.91336 2.15220
C -3.15102 -1.16784 2.08371
C -3.08167 -0.12924 3.03643
C -1.83293 -0.21967 3.68666
C -1.32700 0.64838 4.80557
C -4.17275 0.86316 3.34270
C -4.31739 -1.53933 1.21177
C -1.76341 -3.23402 1.46125
C 0.19981 -1.81114 3.65042
H -0.29748 0.96398 4.61611
H -1.33547 0.11504 5.76429
H -1.93964 1.54449 4.91738
H -4.03538 1.81404 2.81524
H -4.21474 1.08798 4.41067
H -5.14911 0.46598 3.05606
H -3.98692 -1.79080 0.19967
H -5.03659 -0.72005 1.13717
H -4.85213 -2.41418 1.60481
H -1.87595 -3.15097 0.37506
H -2.50558 -3.96340 1.80854
H -0.77900 -3.65514 1.66946
H 0.92806 -0.99716 3.69407
H 0.60853 -2.60741 3.01967
H 0.10718 -2.21908 4.66404
O 2.30891 0.65767 -0.04614
C 2.79789 1.87081 0.49621
C 2.21962 2.00962 1.99288
O 2.51422 3.03242 2.60728
O 1.57788 0.99627 2.40659
C 4.31403 1.82602 0.61875
C 5.01901 2.93958 1.07490
C 6.39666 2.88735 1.21073
C 7.09374 1.72986 0.88924
C 6.39977 0.61976 0.43542
C 5.01859 0.66875 0.30248
C 2.40322 3.00425 -0.43452
C 2.71587 2.85825 -1.78545
C 2.41616 3.85686 -2.69571
C 1.78830 5.01902 -2.26891
C 1.46907 5.16800 -0.92938
C 1.77796 4.17051 -0.01292
H 2.07248 0.18734 0.78059
H 4.47083 3.83249 1.34215
H 6.93677 3.75639 1.56738
H 8.17242 1.69408 0.98677
H 6.93418 -0.28874 0.18215
H 4.47234 -0.19103 -0.06120
H 3.19761 1.94336 -2.11138
H 2.67871 3.73155 -3.74016
H 1.54440 5.79874 -2.98040
H 0.97191 6.07025 -0.59381
H 1.54163 4.29680 1.03481
O -0.70002 -1.19329 -1.02492
C 0.22103 -2.00476 -1.02238
C 0.61421 -2.74712 -2.28533
C 0.40197 -4.26431 -2.16976
C 1.56658 -4.99583 -1.50025
C 1.73428 -4.65164 -0.02171
C 2.05305 -3.17157 0.21162
N 0.89862 -2.30485 0.09916
H 1.66055 -2.53216 -2.52466
H -0.00791 -2.33886 -3.07918
H 0.26374 -4.67611 -3.17210
H -0.51875 -4.45568 -1.61078
H 2.49285 -4.74802 -2.03049
H 1.41257 -6.07353 -1.60178
H 2.54396 -5.25551 0.39708
H 0.81960 -4.90316 0.52032
H 2.82863 -2.85416 -0.49400
H 2.45566 -3.03667 1.21447
H 0.54232 -1.86755 0.94008
C -0.83855 1.00865 -3.57396
N -2.26264 0.85654 -3.33180
C -3.04109 0.61546 -4.53384
C -2.82804 1.53104 -2.28042
S -2.01617 2.73644 -1.46086
N -4.10046 1.14587 -1.97358
C -4.84339 1.83360 -0.93183
C -4.54205 -0.22290 -2.19912
H -0.52590 0.21896 -4.26136
H -0.29310 0.90446 -2.64130
H -0.60452 1.98632 -4.00618
H -2.65051 1.23231 -5.35046
H -4.08151 0.88750 -4.37480
H -2.98860 -0.43292 -4.84112
H -4.62413 2.89570 -0.96199
H -4.57296 1.45949 0.06112
H -5.91005 1.67424 -1.10323
H -3.72580 -0.82316 -2.59392
H -5.39132 -0.25716 -2.88887
H -4.85120 -0.66238 -1.24971

Force components x, y, z for each atom (eV/Å):
-0.2 -0.1 0.5
0.1 -0.1 0.0
0.0 -0.1 0.0
0.0 0.0 -0.2
-0.1 0.0 0.0
0.1 0.1 0.0
0.0 -0.1 -0.1
0.2 0.0 -0.1
0.1 0.0 0.2
-0.1 0.1 0.1
-0.1 0.1 0.0
0.0 0.1 0.0
0.0 0.0 0.0
0.0 0.0 0.0
-0.1 0.0 0.0
0.0 0.0 0.0
0.0 0.0 0.0
0.0 -0.1 0.1
0.0 0.0 0.0
-0.1 0.0 -0.1
0.0 0.0 0.0
0.0 0.0 0.0
0.0 -0.1 0.0
0.0 0.0 0.0
0.0 0.0 0.0
0.0 -0.1 0.0
0.0 -0.2 0.1
-0.2 0.1 0.6
0.2 -0.3 -0.1
-0.1 0.2 0.0
0.2 0.1 -0.6
0.2 -0.1 0.0
0.1 0.0 0.0
0.0 0.1 0.0
0.1 -0.1 0.0
0.1 0.0 0.0
-0.1 0.1 0.0
-0.1 0.0 0.0
0.0 0.0 0.0
0.0 -0.1 -0.1
0.0 0.0 0.0
0.0 0.1 -0.1
-0.1 0.0 0.0
-0.3 -0.1 -0.1
0.0 0.0 0.0
0.0 0.0 0.0
0.0 0.0 0.0
0.0 0.0 0.0
0.0 0.0 0.0
0.0 0.0 0.0
0.0 0.0 0.0
0.0 0.0 0.0
0.0 0.0 0.0
0.0 0.0 0.0
0.0 -0.2 -0.2
0.0 0.1 -0.2
-0.1 0.0 0.1
0.2 0.0 0.0
-0.2 0.0 0.1
0.1 0.1 -0.1
0.0 -0.3 -0.1
0.1 0.2 0.1
0.0 0.0 0.0
0.0 0.1 0.0
0.0 0.0 0.0
0.0 0.0 0.0
0.0 0.0 0.0
0.0 0.0 0.0
0.0 0.0 0.0
0.0 0.0 0.1
0.0 0.1 0.1
0.0 0.1 0.0
0.0 0.0 0.1
0.0 0.0 0.0
0.1 0.1 0.0
0.0 0.0 -0.1
-0.1 0.0 0.0
0.0 0.1 -0.1
0.1 -0.1 0.1
0.1 0.1 0.0
-0.1 -0.1 0.0
0.0 0.0 0.0
0.0 0.0 0.0
0.0 0.0 0.0
0.0 0.0 0.0
0.0 0.0 0.0
0.0 0.0 0.0
0.0 0.0 0.0
0.0 0.0 0.0
0.0 0.0 0.0
0.0 0.0 0.0
0.0 0.0 0.0
0.0 0.1 -0.1

Computed properties:
HOMO level = -3.72 eV
total charge = -1